Record 1
{
  "formula": "C28H32N4O4",
  "method": "ωB97M-V/def2-TZVPD",
  "multiplicity": 1,
  "total_energy_ev": -43708.5507,
  "elements": ["C", "C", "C", "C", "C", "C", "C", "H", "C", "H", "H", "H", "H", "N", "C", "O", "C", "C", "C", "O", "N", "C", "N", "C", "C", "C", "C", "H", "H", "H", "H", "H", "H", "H", "H", "H", "C", "C", "C", "C", "C", "C", "C", "H", "H", "O", "H", "H", "H", "H", "C", "O", "N", "H", "C", "C", "H", "H", "H", "C", "H", "H", "H", "H", "H", "H", "H", "H"],
  "positions_angstrom": [[5.324, 2.074, -1.362], [3.864, 2.237, -1.069], [3.122, 1.164, -0.594], [1.775, 1.323, -0.307], [1.152, 2.549, -0.508], [1.886, 3.633, -0.968], [3.237, 3.463, -1.244], [3.810, 4.304, -1.608], [1.217, 4.955, -1.188], [0.295, 5.018, -0.616], [0.975, 5.079, -2.243], [1.874, 5.773, -0.897], [0.099, 2.666, -0.296], [1.022, 0.197, 0.134], [0.385, 0.130, 1.316], [-0.311, -0.830, 1.634], [0.595, 1.269, 2.300], [-0.732, 1.596, 2.996], [-1.785, 1.904, 1.941], [-1.809, 2.958, 1.340], [-2.659, 0.882, 1.743], [-3.781, 0.831, 0.926], [-4.405, -0.342, 0.970], [-5.500, -0.499, 0.251], [-6.039, 0.497, -0.546], [-5.389, 1.722, -0.581], [-4.239, 1.906, 0.164], [-3.704, 2.840, 0.165], [-5.774, 2.530, -1.187], [-6.934, 0.321, -1.119], [-5.967, -1.472, 0.326], [-2.451, -0.015, 2.169], [-0.600, 2.479, 3.622], [-1.044, 0.755, 3.614], [0.996, 2.156, 1.817], [1.319, 0.923, 3.044], [0.942, -0.914, -0.828], [-0.495, -1.268, -1.144], [-0.955, -2.574, -1.210], [-2.265, -2.842, -1.564], [-3.135, -1.808, -1.876], [-2.675, -0.496, -1.833], [-1.373, -0.236, -1.465], [-1.030, 0.788, -1.437], [-3.351, 0.302, -2.095], [-4.425, -2.031, -2.246], [-4.610, -2.977, -2.217], [-2.611, -3.867, -1.604], [-0.291, -3.396, -0.998], [1.403, -0.540, -1.752], [1.837, -2.089, -0.377], [2.855, -2.350, -0.992], [1.404, -2.730, 0.714], [0.567, -2.361, 1.158], [2.119, -3.819, 1.367], [2.254, -5.013, 0.424], [2.770, -5.828, 0.925], [1.273, -5.362, 0.109], [2.823, -4.721, -0.454], [3.488, -3.346, 1.855], [3.992, -4.145, 2.392], [3.378, -2.491, 2.519], [4.096, -3.054, 1.003], [1.508, -4.107, 2.230], [3.587, 0.199, -0.459], [5.546, 1.048, -1.645], [5.636, 2.739, -2.163], [5.910, 2.315, -0.475]],
  "mulliken_charge": [-1.6609, 0.7262, -0.8587, -0.4847, 0.2759, 0.4086, -0.7570, 0.4330, -1.7574, 0.3365, 0.3356, 0.4169, 0.2021, 0.6732, 0.6322, -0.8902, -0.4569, -0.8809, 0.4157, -0.6565, 0.0627, 0.4875, -0.5747, -0.4826, -0.2537, -0.7215, -0.2350, 0.4702, 0.3951, 0.4055, 0.4115, 0.2683, 0.5225, 0.2823, 0.3997, 0.3109, 1.2489, -0.5736, -0.7824, -1.0083, 0.8175, -0.7393, -0.2665, 0.3728, 0.5846, -0.5125, 0.2601, 0.3172, 0.5326, 0.6616, -0.3776, -0.7008, 0.2573, 0.1044, 0.2811, -1.3990, 0.4824, 0.3143, 0.2943, -1.4381, 0.4481, 0.3315, 0.3259, 0.3801, 0.5095, 0.3689, 0.3919, 0.3122]
}



Record 2
{
  "formula": "C28H32N6O4SSb2W",
  "method": "ωB97M-V/def2-TZVPD",
  "total_charge": 2,
  "multiplicity": 3,
  "total_energy_ev": -72409.1475,
  "elements": ["W", "O", "C", "O", "C", "C", "C", "C", "C", "N", "C", "O", "O", "H", "H", "H", "H", "C", "Sb", "C", "C", "C", "C", "C", "C", "C", "C", "C", "Sb", "C", "C", "H", "H", "H", "H", "H", "H", "H", "H", "H", "H", "H", "H", "H", "H", "H", "H", "H", "H", "H", "H", "N", "C", "N", "C", "N", "N", "C", "S", "N", "C", "C", "C", "C", "C", "C", "H", "H", "H", "H", "H", "H", "H", "H"],
  "positions_angstrom": [[-0.049, -0.744, -0.266], [-1.381, 2.930, -2.081], [-1.130, 1.910, -1.322], [-0.107, 1.220, -1.382], [-2.149, 1.535, -0.307], [-3.448, 1.978, -0.210], [-4.281, 1.347, 0.724], [-3.782, 0.300, 1.488], [-2.446, -0.034, 1.340], [-1.652, 0.567, 0.467], [-1.740, -1.239, 1.905], [-2.349, -2.234, 2.213], [-0.435, -1.084, 1.812], [-0.675, 3.059, -2.741], [-3.798, 2.773, -0.854], [-5.313, 1.651, 0.825], [-4.400, -0.260, 2.177], [3.065, 1.980, 0.332], [2.551, -0.065, 0.519], [2.950, -0.546, 2.535], [4.005, -1.163, -0.612], [4.501, -2.312, 0.216], [5.617, -2.114, 1.029], [6.089, -3.107, 1.869], [5.440, -4.334, 1.906], [4.348, -4.550, 1.085], [3.864, -3.558, 0.231], [2.720, -3.904, -0.679], [0.769, -3.440, 0.063], [0.710, -4.254, 2.008], [-0.407, -4.724, -1.134], [4.031, 2.162, 0.800], [2.302, 2.581, 0.821], [3.113, 2.232, -0.725], [4.022, -0.620, 2.694], [2.474, -1.497, 2.766], [2.522, 0.234, 3.162], [4.804, -0.466, -0.855], [3.504, -1.461, -1.530], [6.130, -1.159, 0.991], [6.962, -2.930, 2.482], [5.799, -5.124, 2.551], [3.869, -5.524, 1.082], [2.678, -4.985, -0.821], [2.782, -3.451, -1.668], [0.552, -5.328, 1.939], [-0.106, -3.779, 2.547], [1.660, -4.050, 2.501], [-0.021, -5.739, -1.058], [-0.360, -4.377, -2.164], [-1.437, -4.692, -0.784], [-1.925, -1.182, -5.383], [-0.910, -0.906, -4.915], [0.234, -0.560, -4.320], [0.521, -0.939, -3.181], [0.817, -1.235, -2.062], [-4.271, -2.264, -2.482], [-3.511, -2.173, -1.400], [-1.896, -1.613, -1.717], [-3.974, -2.529, -0.213], [-5.319, -2.985, 0.033], [-6.393, -2.149, -0.243], [-7.681, -2.597, 0.015], [-7.882, -3.858, 0.560], [-6.799, -4.677, 0.845], [-5.508, -4.245, 0.577], [-3.880, -2.030, -3.385], [-5.194, -2.672, -2.434], [-3.345, -2.522, 0.584], [-6.226, -1.162, -0.657], [-8.526, -1.958, -0.202], [-8.887, -4.202, 0.765], [-6.957, -5.657, 1.272], [-4.657, -4.879, 0.789]],
  "mulliken_charge": [0.6042, -0.4593, 0.2209, -0.5982, 0.6208, -0.6531, -0.4424, -0.8376, 0.9462, -0.1641, 0.1132, -0.6970, -0.4906, 0.4315, 0.5752, 0.5388, 0.5436, -1.2657, 0.6873, -1.1385, -1.3973, 0.4363, -0.6017, -0.6394, -0.7099, -0.6604, 0.7894, -1.3925, 0.8728, -1.2948, -1.2138, 0.4278, 0.3698, 0.3860, 0.4647, 0.1847, 0.4617, 0.7369, 0.3353, 0.4406, 0.4321, 0.4351, 0.4275, 0.7481, 0.6080, 0.5182, 0.3379, 0.3788, 0.5055, 0.3937, 0.2477, -0.4851, 0.5061, -0.6841, 0.7732, -0.0980, -0.2722, 0.3858, -0.4132, 0.5945, -0.0665, 0.1086, -0.7975, -0.5245, -0.6801, -0.4354, 0.1669, 0.2904, -0.1695, 0.5502, 0.4117, 0.4240, 0.4204, 0.4301]
}